Here is 2 unconnected molecules or ions with the total composition C6H12O at a distorted geometry from OMol25. Energies are from ωB97M-V/def2-TZVPD.

```
19
Properties=species:S:1:pos:R:3
C 1.149 -2.686 -0.215
C 0.177 -2.156 0.819
C -0.966 2.621 0.000
C -1.378 1.364 0.105
C -0.520 0.343 0.757
C -0.503 -0.928 0.372
H 0.905 -2.858 -1.258
H 1.551 -3.683 0.018
H 2.053 -2.049 -0.193
H 0.603 -1.870 1.788
H -0.642 -2.920 0.933
H -1.343 3.343 -0.681
H -0.072 2.972 0.469
H -2.398 1.047 -0.040
H 0.112 0.686 1.579
H -1.179 -1.085 -0.512
H 0.543 1.918 -1.200
H 0.710 3.311 -1.133
O 1.197 2.630 -1.608
```

## Properties
- orbital gap (hartree) = 0.3655
- M (g/mol) = 100.2
- highest occupied orbital energy (eV) = -9.13
- energy relative to the best compared isomer or geometry (same formula, charge and spin) (kcal per mole) = 63.0
- SMILES string = C=C/C=C/CC.O

So, what does the Löwdin scheme give us? The charges, in e, come out as: C -0.120; C -0.263; C -0.043; C -0.165; C -0.127; C -0.157; H 0.071; H 0.069; H 0.082; H 0.114; H 0.126; H 0.068; H 0.067; H 0.108; H 0.117; H 0.128; H 0.061; H -0.019; O -0.119